Formula: C3H5P
Source: the Open Molecules 2025 dataset
Level of theory: the ωB97M-V functional and the def2-TZVPD basis

Summary:
- DFT total energy: -458.46392 Eh
- Spin multiplicity: 1
- Gap between HOMO and LUMO: 9.993 eV
- Energy above the lowest of the compared OMol25 structures with the same formula, charge and spin: 73.8 kcal per mole
- LUMO level: 0.258 eV

Atoms and positions in Å:
C -2.5010 -0.2220 1.3295
C -1.5148 0.2840 0.8704
C 0.4803 0.7173 0.5516
P 1.4175 -0.8203 -0.1099
H -3.1567 -0.4351 2.1043
H 0.5186 1.5654 -0.0957
H 0.6844 0.9121 1.6403
H 0.9650 -0.6559 -1.3730
H 0.5231 -1.7947 0.0807

Atomic partial charges in e from the natural (NBO) method, atoms 1 to 5: C -0.379; C -0.050; C -0.547; P 0.328; H 0.228